[1]
A cluster of 2 separate species, C26H32N3O in total. Source: the Open Molecules 2025 dataset; level of theory: wB97M-V/def2-TZVPD.

The geometry in ORCA input format:
```
! wB97M-V def2-TZVPD RIJCOSX def2/J DEFGRID3
* xyz 1 1
O 4.02032 -3.51100 0.30165
N -2.78565 -3.18723 0.38012
N 1.47921 3.36787 -2.92923
N 1.27687 -3.38467 0.84360
C 3.43795 -4.48196 1.17180
C -1.44130 1.74882 0.46001
C 2.26366 3.55243 -4.13252
C 0.06684 2.48407 -1.38942
C -2.32507 -4.49612 0.80118
C -2.74814 2.21197 2.91980
C 0.45680 6.10216 -0.04449
C -0.07329 4.79525 -0.05705
C -3.48309 1.78173 1.80382
C 1.30028 4.35968 -1.96644
C -0.08705 -3.32739 0.96906
C 1.95315 -4.67417 0.91571
C -0.72302 2.17695 1.59975
C -0.74196 -2.13071 1.13943
C 0.77091 2.26205 -2.60141
C -0.77667 1.55246 -0.79276
C -0.80943 -4.65764 0.88152
C 1.78493 5.65346 -2.02178
C -1.35965 2.37767 2.81535
C -2.99716 -2.95137 -1.01630
C 3.40696 -2.22683 0.37795
C -2.83666 1.51687 0.60047
C 1.90746 -2.27594 0.13556
C 1.36326 6.54012 -1.01824
C -2.21759 -2.10910 1.19460
C 0.38143 3.87839 -1.00033
H 2.65792 4.56642 -4.11706
H 0.35782 2.32512 1.50460
H -0.57774 -5.28198 1.76139
H 1.74193 -2.34699 -0.96343
H -0.77539 2.69431 3.68147
H 1.65250 3.42639 -5.03532
H 0.15063 6.80105 0.73909
H -2.71215 -4.60566 1.82412
H 1.75140 7.55876 -1.00964
H -2.05609 -2.83215 -1.60149
H 1.48439 -1.32824 0.48367
H -2.77176 -5.24716 0.13875
H -3.58826 -2.03025 -1.14760
H 1.55655 -5.25001 1.76152
H 2.47021 5.94052 -2.82002
H -2.54284 -2.33799 2.22185
H -2.61251 -1.13422 0.87825
H -3.25526 2.42505 3.86245
H -1.01731 0.66627 -1.37971
H 3.88239 -1.64894 -0.42734
H -3.39487 1.17848 -0.27895
H 3.57074 -1.75212 1.36262
H 3.09600 2.84034 -4.16980
H -0.23032 -1.19861 1.36990
H -0.47793 -5.24016 0.00084
H -0.84385 4.50173 0.65169
H 3.98274 -5.40687 0.93858
H 0.77098 1.37180 -3.22401
H -4.56705 1.66773 1.87012
H 3.55939 -4.20564 2.23609
H 1.82897 -5.26575 -0.00966
H -3.55549 -3.79902 -1.44436
*
```

Its HOMO-LUMO gap is 4.32 eV. The energy above the lowest of the compared OMol25 structures with the same formula, charge and spin is 52.6 kcal/mol. As for the total energy: -1249.1349 hartree. As for the HOMO energy: -9.38 eV.

---

[2]
A structure of composition C4H6CoO3. Source: the Open Molecules 2025 dataset; level of theory: wB97M-V/def2-TZVPD.

The geometry in ORCA input format:
```
! wB97M-V def2-TZVPD RIJCOSX def2/J DEFGRID3
* xyz 1 5
Co 0.90392 -0.45499 0.01771
O -0.56945 0.68731 0.33649
O -2.50802 0.01300 -0.59821
O -0.65802 -1.17906 -0.80937
C -3.13571 1.22470 -0.16712
C -1.23098 -0.14423 -0.35208
C 2.94536 -0.16092 0.67631
C 3.54359 -1.11381 -0.02033
H 3.93184 -2.02389 0.46232
H -2.64131 2.09049 -0.62235
H 3.57753 -1.10657 -1.11776
H 3.11268 -0.29252 1.77626
H -3.09907 1.30177 0.92561
H -4.17238 1.15873 -0.50747
*
```

Its HOMO-LUMO gap (spin up / spin down) is 10.55 / 7.50 eV. The energy above the lowest of the compared OMol25 structures with the same formula, charge and spin is 0.0 kcal/mol. As for the total energy: -1764.1143 hartree. As for the HOMO energy (spin up / spin down): -15.12 / -15.27 eV.

---

[3]
The molecule C5H9NO. Source: the Open Molecules 2025 dataset; level of theory: wB97M-V/def2-TZVPD.

The geometry in ORCA input format:
```
! wB97M-V def2-TZVPD RIJCOSX def2/J DEFGRID3
* xyz 0 1
O -2.85532 0.91103 -0.39498
N 3.15477 -0.37997 0.74406
C 1.10483 0.49486 -0.07254
C -2.33629 -0.01061 0.31974
C -1.14225 -0.66523 -0.18432
C -0.17937 0.34964 -0.83582
C 1.84239 -0.57937 0.33133
H 1.38629 1.36807 0.38597
H -0.05111 0.10300 -1.87978
H 3.77557 -1.12381 0.74159
H 3.49581 0.59045 0.80762
H 1.60881 -1.61488 0.25866
H -0.51056 1.38177 -0.83895
H -1.22133 -1.54760 -0.83628
H -0.56784 -1.10783 0.64967
H -2.89237 -0.21341 1.31256
*
```

Its HOMO-LUMO gap is 8.60 eV. The energy above the lowest of the compared OMol25 structures with the same formula, charge and spin is 68.1 kcal/mol. As for the total energy: -325.8290 hartree. Its SMILES is N/C=C/CCC=O. As for the HOMO energy: -7.71 eV.

---

[4]
The molecule C3H6N4. Source: the Open Molecules 2025 dataset; level of theory: wB97M-V/def2-TZVPD.

The geometry in ORCA input format:
```
! wB97M-V def2-TZVPD RIJCOSX def2/J DEFGRID3
* xyz 0 1
N 0.42668 1.49778 -0.26994
N 1.34203 1.70216 -1.04299
N -0.89920 -0.38461 -0.46677
N -0.06499 -2.24081 -1.74099
C -0.58596 0.61578 1.73804
C -0.03145 -1.12745 -1.16189
C -0.15339 0.42069 0.32174
H 2.03109 0.91935 -1.09370
H -1.58348 1.05761 1.74703
H -0.66367 -0.35390 2.22328
H 1.04772 -0.66043 -0.89438
H 0.08981 1.27916 2.27036
H -0.95519 -2.72533 -1.62979
*
```

Its HOMO-LUMO gap is 8.20 eV. The energy above the lowest of the compared OMol25 structures with the same formula, charge and spin is 108.1 kcal/mol. As for the total energy: -336.7769 hartree. Its SMILES is [H]\N=C/N=C(C)\N=N/[H]. As for the HOMO energy: -9.09 eV.

---

[5]
A cluster of 3 separate species, CH2N2O2S in total. Source: the Open Molecules 2025 dataset; level of theory: wB97M-V/def2-TZVPD.

The geometry in ORCA input format:
```
! wB97M-V def2-TZVPD RIJCOSX def2/J DEFGRID3
* xyz 0 1
S 0.07937 -0.59320 -0.41426
O -3.31630 1.47676 -0.92376
O -3.53506 1.00591 1.28399
N -3.57806 -1.22022 -0.51246
N -4.13530 -1.99084 0.05030
C -3.47202 1.15160 0.16083
H 0.81125 -0.32641 -1.63933
H 1.33377 -0.61884 0.29884
*
```

Its HOMO-LUMO gap is 10.45 eV. The energy above the lowest of the compared OMol25 structures with the same formula, charge and spin is 11.9 kcal/mol. As for the total energy: -697.5320 hartree. Its SMILES is O=C=O.N#N.S. As for the HOMO energy: -9.87 eV.

---

[6]
A structure of composition C33H22Cl8N4O2V. Source: the Open Molecules 2025 dataset; level of theory: wB97M-V/def2-TZVPD.

The geometry in ORCA input format:
```
! wB97M-V def2-TZVPD RIJCOSX def2/J DEFGRID3
* xyz -2 4
V 1.04076 -0.53692 0.24936
Cl -5.24122 1.67711 5.75984
Cl 6.08162 1.51225 4.33112
Cl -5.76129 -0.40752 0.79857
Cl 2.03154 -1.94178 3.52023
Cl 4.62700 -1.16601 4.98720
Cl -0.86000 1.12177 2.66925
Cl 4.84989 3.45835 2.22422
Cl 2.27747 2.66270 0.68514
O -0.44819 -1.76213 1.54719
O -2.84283 0.06165 0.62876
N -1.10012 -3.77521 2.27484
N -1.86701 -2.56299 -2.30385
N -0.20306 -1.43613 -1.43532
N 0.08429 1.54738 -1.47570
C -3.02037 3.16045 -0.47729
C 0.72439 1.18078 -2.55948
C -5.31594 0.64818 3.23639
C -0.26667 -2.96879 1.53801
C 0.22690 -2.03217 -2.59427
C 4.76311 -0.07696 -2.24991
C -1.18274 1.67344 -3.95984
C -3.33279 0.38523 1.73101
C 1.86811 -2.63719 0.28456
C 4.10503 1.91413 2.50374
C -3.16084 2.71242 -2.84152
C 3.01948 0.99289 -3.48607
C 2.13315 0.70996 -2.44058
C 4.00003 -0.13654 3.73176
C -0.79328 -2.73944 -3.15270
C 2.36462 0.25326 1.91823
C 3.86346 -0.34842 -1.23087
C 2.87181 -0.47913 2.98716
C 0.08946 1.21941 -3.84618
C -4.73365 0.27048 2.04684
C -4.51731 1.17860 4.23483
C 4.64495 1.06482 3.46508
C -1.46383 -1.76893 -1.28332
C -2.58763 0.93408 2.83585
C -1.77459 2.60935 -0.41954
C 2.50686 0.03043 -1.26459
C 2.98126 1.49803 1.79605
C -3.72991 3.19952 -1.70101
C 4.34560 0.60369 -3.39311
C -3.15259 1.31833 4.03447
C 0.80276 -3.63697 0.70612
C -1.16875 2.08252 -1.58724
C -1.85751 2.15801 -2.81024
H 5.04571 0.83930 -4.18757
H 2.22387 -2.89287 -0.72348
H -1.67966 -3.29446 2.94438
H -1.21131 2.53720 0.49794
H -0.77645 -4.69812 2.50354
H -4.73002 3.61623 -1.72348
H -2.79844 -2.91468 -2.42291
H -0.85671 -3.33291 -4.04743
H 2.74766 -2.72795 0.93457
H -2.10325 -1.40891 -0.48479
H -3.69225 2.74343 -3.78760
H 0.62786 0.83450 -4.70188
H -1.69405 1.67627 -4.91799
H -6.38134 0.53010 3.38216
H -3.48371 3.54310 0.42384
H 1.24242 -1.91021 -2.93278
H 5.79922 -0.39118 -2.15645
H 2.68813 1.54974 -4.35818
H 4.22145 -0.88680 -0.35495
H 1.14602 -4.53075 1.25621
H -2.51921 1.72413 4.81174
H 0.26264 -4.03113 -0.16811
*
```

Its HOMO-LUMO gap (spin up / spin down) is 4.86 / 6.03 eV. The energy above the lowest of the compared OMol25 structures with the same formula, charge and spin is 12.0 kcal/mol. As for the total energy: -6265.8594 hartree. As for the HOMO energy (spin up / spin down): -0.64 / -1.81 eV.

---

Repeat the first record exactly.
A cluster of 2 separate species, C26H32N3O in total. Source: the Open Molecules 2025 dataset; level of theory: wB97M-V/def2-TZVPD.

The geometry in ORCA input format:
```
! wB97M-V def2-TZVPD RIJCOSX def2/J DEFGRID3
* xyz 1 1
O 4.02032 -3.51100 0.30165
N -2.78565 -3.18723 0.38012
N 1.47921 3.36787 -2.92923
N 1.27687 -3.38467 0.84360
C 3.43795 -4.48196 1.17180
C -1.44130 1.74882 0.46001
C 2.26366 3.55243 -4.13252
C 0.06684 2.48407 -1.38942
C -2.32507 -4.49612 0.80118
C -2.74814 2.21197 2.91980
C 0.45680 6.10216 -0.04449
C -0.07329 4.79525 -0.05705
C -3.48309 1.78173 1.80382
C 1.30028 4.35968 -1.96644
C -0.08705 -3.32739 0.96906
C 1.95315 -4.67417 0.91571
C -0.72302 2.17695 1.59975
C -0.74196 -2.13071 1.13943
C 0.77091 2.26205 -2.60141
C -0.77667 1.55246 -0.79276
C -0.80943 -4.65764 0.88152
C 1.78493 5.65346 -2.02178
C -1.35965 2.37767 2.81535
C -2.99716 -2.95137 -1.01630
C 3.40696 -2.22683 0.37795
C -2.83666 1.51687 0.60047
C 1.90746 -2.27594 0.13556
C 1.36326 6.54012 -1.01824
C -2.21759 -2.10910 1.19460
C 0.38143 3.87839 -1.00033
H 2.65792 4.56642 -4.11706
H 0.35782 2.32512 1.50460
H -0.57774 -5.28198 1.76139
H 1.74193 -2.34699 -0.96343
H -0.77539 2.69431 3.68147
H 1.65250 3.42639 -5.03532
H 0.15063 6.80105 0.73909
H -2.71215 -4.60566 1.82412
H 1.75140 7.55876 -1.00964
H -2.05609 -2.83215 -1.60149
H 1.48439 -1.32824 0.48367
H -2.77176 -5.24716 0.13875
H -3.58826 -2.03025 -1.14760
H 1.55655 -5.25001 1.76152
H 2.47021 5.94052 -2.82002
H -2.54284 -2.33799 2.22185
H -2.61251 -1.13422 0.87825
H -3.25526 2.42505 3.86245
H -1.01731 0.66627 -1.37971
H 3.88239 -1.64894 -0.42734
H -3.39487 1.17848 -0.27895
H 3.57074 -1.75212 1.36262
H 3.09600 2.84034 -4.16980
H -0.23032 -1.19861 1.36990
H -0.47793 -5.24016 0.00084
H -0.84385 4.50173 0.65169
H 3.98274 -5.40687 0.93858
H 0.77098 1.37180 -3.22401
H -4.56705 1.66773 1.87012
H 3.55939 -4.20564 2.23609
H 1.82897 -5.26575 -0.00966
H -3.55549 -3.79902 -1.44436
*
```

Its HOMO-LUMO gap is 4.32 eV. The energy above the lowest of the compared OMol25 structures with the same formula, charge and spin is 52.6 kcal/mol. As for the total energy: -1249.1349 hartree. As for the HOMO energy: -9.38 eV.

---

- What is the formula in the fifth record?
  CH2N2O2S